# 1
Formula: C11H10BrIrOTe
Source: OMol25
Level of theory: ωB97M-V with the def2-TZVPD basis set

Its LUMO energy (spin up / spin down) is -0.113 / -0.232 hartree. The spin multiplicity is 6. The electronic energy is -3446.3806 Ha. The expectation value of S² is 8.77. As for the energy above the lowest of the compared OMol25 structures with the same formula, charge and spin: 0.0 kcal/mol. Its total charge is +1.

Each line ends with the Mulliken charge.
Element x y z (Å)
1 Ir -0.47 0.45 -2.16  1.014
2 Te -0.55 2.89 -2.91  0.114
3 Br 2.16 -0.18 -2.22  -0.207
4 O -2.45 -0.61 -2.96  -0.556
5 C 3.52 -0.20 0.20  -0.515
6 C -1.29 0.01 0.69  -0.410
7 C 1.25 -0.13 1.81  0.969
8 C 2.28 -0.16 -0.34  0.571
9 C -1.13 -0.16 2.08  -0.834
10 C -0.21 0.04 -0.14  -0.680
11 C 1.09 -0.11 0.42  1.017
12 C 3.65 -0.16 1.61  -0.605
13 C -3.70 0.06 -2.70  -0.525
14 C 0.10 -0.15 2.65  -0.806
15 C 2.55 -0.15 2.38  -0.857
16 H 2.63 -0.13 3.45  0.395
17 H 0.21 -0.18 3.73  0.405
18 H 4.64 -0.20 2.05  0.396
19 H -2.35 -1.33 -2.32  0.383
20 H -2.30 0.17 0.33  0.219
21 H -4.51 -0.46 -3.22  0.275
22 H -3.91 0.09 -1.64  0.255
23 H -3.64 1.07 -3.06  0.255
24 H 4.42 -0.27 -0.42  0.351
25 H -2.01 -0.20 2.70  0.377

---

# 2
Formula: C23H32AlINO2S
Source: OMol25
Level of theory: ωB97M-V with the def2-TZVPD basis set

Its LUMO energy is 0.089 hartree. The spin multiplicity is 1. The electronic energy is -2039.2494 Ha. Its total charge is -1.

Each line ends with the Mulliken charge.
Element x y z (Å)
1 I 3.67 0.50 -0.79  0.015
2 S 0.04 2.74 0.78  0.943
3 Al 1.85 2.27 2.13  0.240
4 O -1.19 1.93 1.15  -0.691
5 O -0.29 4.20 1.04  -0.703
6 N 3.20 3.57 1.75  -0.601
7 C 4.96 3.06 -5.03  -0.442
8 C -2.87 -5.60 4.21  -0.402
9 C 0.32 2.64 -1.02  -0.792
10 C -4.44 -4.87 2.54  -0.273
11 C -3.61 -4.58 3.61  -0.464
12 C 3.62 5.02 -5.40  -0.318
13 C 0.97 -0.69 0.28  -0.902
14 C 1.21 2.63 4.05  -1.105
15 C -4.10 -2.46 -2.07  -0.535
16 C 4.44 4.02 -5.90  -0.364
17 C 2.50 0.34 2.10  -1.070
18 C -4.53 -6.16 2.05  -0.373
19 C -3.78 -7.18 2.64  -0.377
20 C -3.96 -2.66 -0.70  0.003
21 C -3.29 -1.73 0.08  -0.637
22 C 3.84 4.12 -3.18  -0.273
23 C -2.90 -0.38 -1.87  -0.620
24 C -2.95 -6.90 3.72  -0.352
25 C -3.57 -1.31 -2.65  -0.294
26 C -2.75 -0.59 -0.51  -0.165
27 C 2.42 -0.42 0.76  -0.306
28 C 4.66 3.11 -3.68  -0.486
29 C 3.32 5.07 -4.05  -0.473
30 H 3.20 5.76 -6.07  0.344
31 H 2.01 -0.21 2.92  0.373
32 H 5.07 2.37 -3.01  0.337
33 H 1.16 1.65 4.57  0.242
34 H -3.53 -3.57 3.99  0.370
35 H 0.20 3.04 4.07  0.287
36 H -5.02 -4.07 2.08  0.471
37 H -2.37 -7.69 4.17  0.351
38 H -5.18 -6.38 1.21  0.356
39 H 5.60 2.28 -5.42  0.356
40 H -2.49 0.51 -2.33  0.357
41 H -4.62 -3.19 -2.68  0.348
42 H 0.79 -0.46 -0.77  0.261
43 H 3.57 0.37 2.37  0.440
44 H 2.68 4.45 1.69  0.234
45 H 1.94 3.23 4.61  0.288
46 H 3.77 3.70 2.58  0.185
47 H 4.68 3.98 -6.95  0.345
48 H -2.22 -5.38 5.05  0.357
49 H -2.22 0.14 0.10  0.534
50 H -3.85 -8.19 2.25  0.345
51 H 0.27 -0.18 0.96  0.142
52 H 3.62 4.16 -2.12  0.556
53 H -0.66 2.66 -1.51  0.272
54 H 2.88 -1.41 0.91  0.450
55 H -3.18 -1.89 1.14  0.433
56 H -3.69 -1.15 -3.72  0.369
57 H 2.68 5.86 -3.66  0.376
58 H 0.82 1.72 -1.34  0.146
59 H -4.37 -3.56 -0.24  0.227
60 H 0.92 3.51 -1.30  0.290
61 H 0.76 -1.76 0.39  0.375